No. 1
# C3H4OS3

An isolated molecule of C3H4OS3 (ωB97M-V with the def2-TZVPD basis set, the OMol25 dataset).

Output
- HOMO level (eV) = -8.96
- frontier orbital gap (eV) = 8.0940
- SMILES = COC(=S)C(=S)S

The geometry in XYZ format:
```
11
Properties=species:S:1:pos:R:3:lowdin_charge:R:1
C 0.16170 1.05128 1.03363 -0.129
C -0.94124 -0.40676 -0.48806 -1.093
C 0.40079 -0.25999 -1.05594 -1.236
H 0.63205 1.84106 0.28876 0.083
H 1.02378 0.52953 1.40172 0.076
H -0.26367 1.57707 1.86397 0.089
H 0.11046 -2.55796 -0.23445 -0.042
O -0.99567 0.28663 0.66579 -0.125
S -2.15769 -1.25107 -1.02912 0.798
S 1.32305 -1.77990 -0.53734 0.727
S 0.70643 0.97011 -1.90896 0.853
```

---

No. 2
# C3H4OS3

An isolated molecule of C3H4OS3 (ωB97M-V with the def2-TZVPD basis set, the OMol25 dataset).

Output
- HOMO level (eV) = -9.10
- frontier orbital gap (eV) = 8.4857
- SMILES = S=COCSC=S

The geometry in XYZ format:
```
11
Properties=species:S:1:pos:R:3:lowdin_charge:R:1
C -2.04592 -0.73380 0.24809 -1.050
C 0.14159 1.12905 0.25939 -0.465
C 1.80107 -0.42361 -0.48814 -0.719
H -1.40920 -0.93183 1.10081 0.007
H 0.53533 1.92088 -0.39298 0.077
H -0.04187 1.66017 1.28682 0.142
H 1.74602 0.13503 -1.40551 0.065
O 1.04867 0.07600 0.52252 -0.226
S -3.24954 -1.74258 -0.15366 0.618
S -1.35096 0.58691 -0.71133 0.858
S 2.82480 -1.67622 -0.26603 0.695
```

---

No. 3
# C3H4OSi

An isolated molecule of C3H4OSi (ωB97M-V with the def2-TZVPD basis set, the OMol25 dataset).

Output
- HOMO level (alpha / beta) (eV) = -9.20 / -10.09
- frontier orbital gap (alpha / beta) (eV) = 7.0942 / 8.2886

The geometry in XYZ format:
```
9
Properties=species:S:1:pos:R:3:lowdin_charge:R:1
C -2.25097 0.46523 0.08772 0.182
C -1.03051 0.63755 0.28303 -0.214
C 0.32790 0.72420 0.49163 -0.061
O 0.60216 -1.62684 0.58599 -0.292
Si 1.33577 -0.70843 -0.41247 0.390
H -3.29364 0.68794 -0.00236 0.042
H 0.70575 1.35958 1.30435 0.079
H 2.68593 -0.71558 -0.48786 -0.090
H 0.91761 -0.82365 -1.85003 -0.036
```

---

No. 4
# C3H4P2

An isolated molecule of C3H4P2 (ωB97M-V with the def2-TZVPD basis set, the OMol25 dataset).

Output
- HOMO level (eV) = -7.78
- frontier orbital gap (eV) = 8.1271
- SMILES = C1P2#P3CC123

The geometry in XYZ format:
```
9
Properties=species:S:1:pos:R:3:lowdin_charge:R:1
C -0.20007 1.32195 -0.78004 -0.350
C -0.26134 -1.27273 0.67327 -0.410
C -0.20906 0.15086 0.03268 -0.843
P 1.30465 1.04624 0.45330 0.716
P 1.20502 -1.00570 -0.38955 0.689
H 0.12549 1.10406 -1.80080 0.052
H -0.81609 2.11891 -0.37792 0.057
H -0.19437 -1.47479 1.78916 0.076
H -0.95423 -1.98880 0.39990 0.013
```

---

No. 5
# C3H4P2

A cluster of 2 separate species, C3H4P2 in total (ωB97M-V with the def2-TZVPD basis set, the OMol25 dataset).

Output
- HOMO level (alpha / beta) (eV) = -6.66 / -6.66
- frontier orbital gap (alpha / beta) (eV) = 4.9185 / 4.9165

The geometry in XYZ format:
```
9
Properties=species:S:1:pos:R:3:lowdin_charge:R:1
C 0.93669 -1.05231 -2.45095 -0.940
C 0.08715 -1.14180 -0.38369 -0.079
C 0.05635 0.23013 -0.10422 -0.309
P 0.93012 -2.02603 -3.78971 0.576
P 2.62777 -1.03420 -3.03230 0.611
H -0.77771 -1.65843 -0.50427 -0.050
H -0.71196 0.71158 -0.78575 0.090
H 0.97217 0.72654 -0.07799 0.037
H -0.25799 0.35925 0.89801 0.065
```

---

No. 6
# C3H4S

An isolated molecule of C3H4S (ωB97M-V with the def2-TZVPD basis set, the OMol25 dataset).

Output
- HOMO level (eV) = -8.46
- frontier orbital gap (eV) = 9.2706
- SMILES = CC#CS

The geometry in XYZ format:
```
8
Properties=species:S:1:pos:R:3:lowdin_charge:R:1
C 1.77850 0.49687 0.27662 -0.585
C 0.59257 0.23416 0.31699 -0.168
C -0.78709 -0.12011 0.35804 -0.102
S 3.39510 0.96474 0.21747 0.733
H 3.39608 0.62555 1.55524 -0.092
H -0.65528 -1.10458 0.71735 0.071
H -1.42232 -0.01647 -0.56673 0.116
H -1.26646 0.27242 1.13630 0.027
```

---

No. 7
# C3H4S

A cluster of 2 separate species, C3H4S in total (ωB97M-V with the def2-TZVPD basis set, the OMol25 dataset).

Output
- HOMO level (eV) = -9.47
- frontier orbital gap (eV) = 9.6017

The geometry in XYZ format:
```
8
Properties=species:S:1:pos:R:3:lowdin_charge:R:1
C 1.94319 0.78381 0.01127 -0.046
C 0.93537 0.15486 -0.19889 -0.110
C -0.91735 -0.81867 -0.34510 -0.476
S -2.04473 0.46078 0.04189 0.667
H 2.89814 1.04138 0.35526 -0.012
H -0.56095 -1.50821 0.55078 0.080
H -0.95961 -1.15195 -1.39195 0.031
H -1.29405 1.03800 0.97674 -0.133
```

---

No. 8
# C3H4S

An isolated molecule of C3H4S (ωB97M-V with the def2-TZVPD basis set, the OMol25 dataset).

Output
- spin multiplicity = 3
- HOMO level (alpha / beta) (eV) = -5.16 / -9.75
- frontier orbital gap (alpha / beta) (eV) = 6.1200 / 7.7113
- ⟨S²⟩ = 2.0088

The geometry in XYZ format:
```
8
Properties=species:S:1:pos:R:3:lowdin_charge:R:1
C -0.81336 -0.52510 -0.33889 -0.099
C 0.27705 -0.17420 0.68124 -0.585
C 0.44816 0.87846 -0.28920 -0.449
S 1.86108 -0.16857 -0.20487 0.882
H -0.64992 -1.33984 -1.07823 0.050
H -1.89403 -0.24499 -0.37179 0.065
H 0.26224 -0.33011 1.76740 0.106
H 0.50879 1.90434 -0.16567 0.029
```

---

No. 9
# C3H4S2

A structure of composition C3H4S2 (ωB97M-V with the def2-TZVPD basis set, the OMol25 dataset).

Output
- HOMO level (eV) = -8.98
- frontier orbital gap (eV) = 8.5670

The geometry in XYZ format:
```
9
Properties=species:S:1:pos:R:3:lowdin_charge:R:1
C -0.42746 0.25394 0.58383 -0.891
C 0.83915 0.87809 -0.08493 -0.494
C -0.46930 -1.06462 -0.26724 -0.453
H 0.61644 1.86301 -0.35773 0.048
H 1.72251 0.81790 0.57840 0.087
H -1.42324 -1.37706 -0.69169 0.071
H -0.03636 -1.93450 0.28547 0.081
S -1.66773 0.94013 1.31775 0.737
S 0.84599 -0.37690 -1.36386 0.814
```

---

No. 10
# C3H4S2

A structure of composition C3H4S2 (ωB97M-V with the def2-TZVPD basis set, the OMol25 dataset).

Output
- HOMO level (eV) = -8.51
- frontier orbital gap (eV) = 8.1958

The geometry in XYZ format:
```
9
Properties=species:S:1:pos:R:3:lowdin_charge:R:1
C 1.52904 -0.49116 -0.07474 -0.610
C -1.13398 0.78327 0.46325 -0.436
C -0.41286 -0.39387 -0.09878 -0.499
S 2.32636 -1.67154 -0.79128 0.653
S -0.81358 0.89875 -1.37100 0.722
H 1.98731 0.26204 0.45307 -0.021
H -2.02266 0.40509 0.81799 0.036
H -0.64514 1.55674 1.07347 0.082
H -0.81450 -1.34931 -0.47198 0.072
```

---

No. 11
# C3H4S3

An isolated molecule of C3H4S3 (ωB97M-V with the def2-TZVPD basis set, the OMol25 dataset).

Output
- HOMO level (eV) = -8.63
- frontier orbital gap (eV) = 7.4177
- SMILES = S=C/C(S)=C/S

The geometry in XYZ format:
```
10
Properties=species:S:1:pos:R:3:lowdin_charge:R:1
C -0.05764 0.14261 -0.01092 -0.718
C -1.41188 0.68000 0.09101 -0.715
C 1.21268 0.69159 -0.05286 -0.544
S -0.15424 -1.66957 0.00208 0.698
S -2.82461 -0.06863 0.04871 0.725
S 2.69603 -0.24866 -0.01268 0.752
H -1.31025 1.74450 0.25592 0.054
H 1.20554 1.85662 -0.11015 0.113
H -1.46720 -1.77477 0.34583 -0.201
H 2.11156 -1.35368 -0.55695 -0.165
```

---

No. 12
# C3H5BiO4

A structure of composition C3H5BiO4 (ωB97M-V with the def2-TZVPD basis set, the OMol25 dataset).

Output
- HOMO level (alpha / beta) (eV) = -8.33 / -8.36
- frontier orbital gap (alpha / beta) (eV) = 6.5563 / 6.5433

The geometry in XYZ format:
```
13
Properties=species:S:1:pos:R:3:lowdin_charge:R:1
O -1.08266 0.57700 -1.73935 -0.076
C 0.08791 -0.91996 0.60548 -0.748
C -1.76577 1.07820 -0.61332 -0.247
O 1.13241 -0.27802 0.90990 -0.475
O -1.02452 -0.42359 1.20677 -0.006
C -2.12491 0.01303 0.40830 -0.156
H -2.70101 1.53991 -0.96346 0.123
H -1.16966 1.86022 -0.10859 0.126
H -2.58433 -0.85286 -0.09193 0.137
H -2.83787 0.43339 1.12816 0.133
Bi 2.86936 0.47680 0.11289 1.050
O 0.00989 -1.91678 -0.13410 0.055
H -0.78894 -0.35215 -1.54394 0.086
```

---

No. 13
# C3H5Br

An isolated molecule of C3H5Br (ωB97M-V with the def2-TZVPD basis set, the OMol25 dataset).

Output
- HOMO level (eV) = -9.19
- frontier orbital gap (eV) = 10.2103
- SMILES = C/C=C/Br

The geometry in XYZ format:
```
9
Properties=species:S:1:pos:R:3:lowdin_charge:R:1
C 0.08465 0.15733 -0.53502 -0.219
C 0.33616 1.17191 0.36534 -0.568
C -0.26291 -1.22280 0.01900 -0.102
Br 0.70055 2.96249 -0.22003 0.599
H 0.40534 0.11902 -1.53961 0.079
H -0.00383 1.28300 1.34350 0.008
H 0.36614 -2.06385 -0.11240 0.058
H -1.19233 -1.32995 -0.45742 0.049
H -0.43376 -1.07716 1.13664 0.096
```

---

No. 14
# C3H5Br2NO2

An isolated molecule of C3H5Br2NO2 (ωB97M-V with the def2-TZVPD basis set, the OMol25 dataset).

Output
- HOMO level (eV) = -10.84
- frontier orbital gap (eV) = 10.8396
- SMILES = CCC(Br)(Br)[N+](=O)[O-]

The geometry in XYZ format:
```
13
Properties=species:S:1:pos:R:3:lowdin_charge:R:1
C 1.54882 -0.23951 -1.07461 -0.152
C 0.74176 -0.07089 0.25973 -0.273
C -0.92402 0.13996 0.07054 -1.060
N -1.72442 0.20937 1.41909 -0.553
O -2.86830 -0.07832 1.33618 0.030
O -1.11052 0.60527 2.34347 0.099
Br -1.41579 1.85493 -0.63806 0.767
Br -1.59298 -1.39687 -0.94021 0.744
H 1.19185 0.57489 -1.77540 0.060
H 1.37406 -1.16880 -1.75129 0.082
H 2.64976 -0.03494 -0.87008 0.088
H 1.29099 0.61757 0.85700 0.087
H 0.83879 -1.01266 0.76363 0.081
```

---

No. 15
# C3H5Br2NO3

A cluster of 2 separate species, C3H5Br2NO3 in total (ωB97M-V with the def2-TZVPD basis set, the OMol25 dataset).

Output
- HOMO level (eV) = -8.90
- frontier orbital gap (eV) = 9.5563
- SMILES = [O-]/[N+](O)=C/Br.O=CCBr

The geometry in XYZ format:
```
14
Properties=species:S:1:pos:R:3:lowdin_charge:R:1
C -1.16630 -1.04684 -0.09025 -0.569
C -0.82796 -0.04924 0.90796 -0.427
C 3.15067 0.70626 -0.62828 -0.593
N 2.14145 0.83566 0.18766 -0.419
O 0.96474 1.04636 -0.23143 -0.068
O 2.28912 0.60214 1.43496 0.100
O -0.21135 -0.17460 1.92832 0.013
Br 0.08035 -2.51792 -0.06450 0.690
Br 4.79221 0.36171 0.00908 0.826
H -1.14531 -0.68327 -1.09952 0.063
H -2.21006 -1.17498 0.15180 0.092
H -1.35731 0.82967 0.54707 0.127
H 3.02951 1.13694 -1.65015 0.108
H 1.47063 0.61575 1.83003 0.057
```

---

No. 16
# C3H5BrClFO

A cluster of 2 separate species, C3H5BrClFO in total (ωB97M-V with the def2-TZVPD basis set, the OMol25 dataset).

Output
- HOMO level (eV) = -10.32
- frontier orbital gap (eV) = 10.4613

The geometry in XYZ format:
```
12
Properties=species:S:1:pos:R:3:lowdin_charge:R:1
C 0.21447 0.70030 1.24131 -0.134
C 0.75879 0.00355 -0.01568 -0.731
C -0.26567 0.07607 -1.09163 -0.831
O -1.70416 -0.95028 -0.28737 -0.205
F -0.11138 -0.65257 -2.17542 0.025
Cl -0.94362 1.61879 -1.50728 0.784
Br 1.10742 -1.88377 0.31083 0.782
H -0.83099 0.26071 1.29336 0.100
H 0.35509 1.85853 1.08721 0.117
H 0.85207 0.54538 2.00812 0.019
H 1.82504 0.21602 -0.45302 0.128
H -1.25708 -1.79274 -0.41043 -0.054
```

---

No. 17
# C3H5BrFN

A cluster of 2 separate species, C3H5BrFN in total (ωB97M-V with the def2-TZVPD basis set, the OMol25 dataset).

Output
- HOMO level (eV) = -10.20
- frontier orbital gap (eV) = 10.7123
- SMILES = [H]/N=C(\F)Br.C=C

The geometry in XYZ format:
```
11
Properties=species:S:1:pos:R:3:lowdin_charge:R:1
C 0.68017 0.75729 -1.53660 -0.061
C 0.15954 -0.47195 -1.49163 -0.072
C -0.38573 -0.42588 1.78707 -0.956
N -1.30700 0.40767 1.56598 0.086
F 0.88633 -0.17557 1.61188 0.009
Br -0.62314 -1.98461 2.86074 0.736
H 1.68617 0.90294 -1.38337 0.015
H 0.16431 1.71851 -1.64826 0.058
H 0.70641 -1.37894 -1.42671 0.042
H -0.85549 -0.74144 -1.50634 0.032
H -1.11157 1.39197 1.16725 0.111
```

---

No. 18
# C3H5BrFN

An isolated molecule of C3H5BrFN (ωB97M-V with the def2-TZVPD basis set, the OMol25 dataset).

Output
- HOMO level (eV) = -9.39
- frontier orbital gap (eV) = 9.6520
- SMILES = C=C[C@H](F)NBr

The geometry in XYZ format:
```
11
Properties=species:S:1:pos:R:3:lowdin_charge:R:1
C -1.79067 0.73731 0.51071 0.047
C -0.85623 0.08259 -0.12193 -0.083
C 0.70421 0.19688 0.01124 -0.462
N 1.21949 -0.99090 -0.58454 -0.452
F 0.99116 1.31484 -0.75522 -0.015
Br 1.84640 -2.28240 0.62783 0.651
H -2.71655 0.65989 0.22144 0.010
H -1.47626 1.31281 1.31321 0.053
H -1.23679 -0.45669 -0.90148 0.070
H 1.35809 0.43136 0.93509 0.148
H 1.95713 -1.00569 -1.25636 0.033
```

---

No. 19
# C3H5BrIP

A structure of composition C3H5BrIP (ωB97M-V with the def2-TZVPD basis set, the OMol25 dataset).

Output
- HOMO level (eV) = -6.80
- frontier orbital gap (eV) = 4.3200

The geometry in XYZ format:
```
11
Properties=species:S:1:pos:R:3:lowdin_charge:R:1
C -0.89565 -0.25803 -1.57161 -0.038
C -0.09633 -0.57468 -0.72235 -0.307
C 0.93696 -0.79656 0.27550 -0.441
P 0.45528 0.36219 1.59293 0.557
I 1.60942 2.43139 1.27890 0.588
H -1.52576 0.26252 -2.52329 -0.239
H 1.88580 -0.47780 -0.15467 0.082
H 0.97594 -1.83258 0.61264 0.095
H -0.89770 0.66009 1.41236 0.008
H 0.65906 -0.12799 2.89344 -0.022
Br -3.23756 0.29800 -3.19497 -0.283
```

---

No. 20
# C3H5BrN2

A cluster of 2 separate species, C3H5BrN2 in total (ωB97M-V with the def2-TZVPD basis set, the OMol25 dataset).

Output
- HOMO level (eV) = -8.80
- frontier orbital gap (eV) = 8.6910
- SMILES = [H]/N=N/C#CC.Br

The geometry in XYZ format:
```
11
Properties=species:S:1:pos:R:3:lowdin_charge:R:1
C 0.57664 1.52869 0.74087 -0.063
C -0.45641 1.85846 0.21535 -0.109
C 1.83654 0.92115 1.11963 -0.107
N -1.94821 3.45371 -0.55370 0.096
N -1.61702 2.25591 -0.30987 -0.073
Br 5.11198 -0.33504 -0.22703 0.330
H 2.52267 1.00712 0.32459 0.017
H 2.06050 1.47421 2.08708 0.113
H 1.63258 -0.04868 1.42272 0.053
H -2.85031 3.41260 -0.86544 0.006
H 5.40446 0.97430 -0.73248 -0.262
```

---

The M results, record by record, are as follows: 152.3, 152.3, 84.1, 102.0, 102.0, 72.1, 72.1, 72.1, 104.2, 104.2, 136.3, 314.0, 121.0, 246.9, 262.9, 191.4, 154.0, 154.0, 278.9, 149.0 g mol⁻¹.
The max |F| results, record by record, are as follows: 5.23, 2.34, 3.66, 4.36, 5.51, 4.37, 5.67, 4.58, 2.81, 5.34, 3.17, 4.12, 4.57, 2.77, 4.99, 4.68, 3.21, 5.20, 2.18, 5.22 eV/A.